No. 1
C25H47BrCl2GaO2P2 | ωB97M-V with the def2-TZVPD basis set

Atoms and positions in Å:
Ga (0.07, 0.03, -0.53)
Cl (-1.44, -1.78, -0.46)
P (-2.05, 1.42, -1.08)
C (-3.73, 0.90, -0.45)
C (-1.87, 3.21, -0.56)
C (-2.30, 1.43, -2.92)
C (-3.67, 0.08, 0.84)
H (-4.08, 0.23, -1.26)
C (-4.76, 2.01, -0.25)
H (-4.51, 2.62, 0.63)
H (-5.73, 1.54, -0.05)
H (-4.89, 2.68, -1.11)
H (-3.29, -0.93, 0.64)
H (-4.68, -0.01, 1.27)
H (-3.01, 0.52, 1.60)
H (-2.57, 0.38, -3.10)
C (-1.04, 1.75, -3.74)
C (-3.46, 2.32, -3.37)
H (-4.43, 1.93, -3.06)
H (-3.46, 2.38, -4.46)
H (-3.36, 3.35, -3.00)
H (-0.11, 1.51, -3.21)
H (-1.00, 2.80, -4.03)
H (-1.06, 1.15, -4.66)
C (-1.53, 3.31, 0.93)
H (-2.87, 3.63, -0.73)
C (-0.84, 3.99, -1.38)
H (-2.24, 2.78, 1.57)
H (-1.54, 4.37, 1.21)
H (-0.52, 2.93, 1.13)
H (0.13, 3.48, -1.39)
H (-0.70, 4.97, -0.91)
H (-1.17, 4.17, -2.41)
Cl (1.70, 1.55, -1.39)
H (0.32, -0.50, -1.94)
P (1.44, -2.45, -0.57)
C (1.31, -3.52, -2.09)
C (3.26, -2.18, -0.32)
C (0.89, -3.57, 0.82)
C (1.05, -2.66, -3.33)
H (0.41, -4.13, -1.89)
C (2.50, -4.47, -2.31)
H (3.38, -3.94, -2.69)
H (2.21, -5.21, -3.08)
H (2.78, -5.02, -1.42)
H (0.04, -2.23, -3.31)
H (1.13, -3.28, -4.24)
H (1.77, -1.84, -3.42)
H (-0.13, -3.83, 0.49)
C (0.77, -2.80, 2.14)
C (1.67, -4.88, 0.93)
H (1.51, -5.53, 0.07)
H (1.31, -5.42, 1.82)
H (2.75, -4.73, 1.06)
H (1.17, -1.78, 2.11)
H (1.28, -3.34, 2.95)
H (-0.29, -2.68, 2.41)
C (3.81, -1.32, -1.46)
H (3.70, -3.19, -0.36)
C (3.53, -1.55, 1.04)
H (3.88, -1.87, -2.41)
H (4.82, -0.99, -1.20)
H (3.21, -0.41, -1.61)
H (2.93, -0.64, 1.21)
H (4.58, -1.23, 1.09)
H (3.35, -2.26, 1.86)
Br (2.78, 2.22, 1.65)
C (1.85, 2.12, 3.29)
C (2.45, 2.75, 4.39)
C (1.75, 2.90, 5.60)
C (0.48, 2.34, 5.73)
C (-0.07, 1.60, 4.68)
C (0.58, 1.49, 3.45)
C (-0.10, 0.62, 2.43)
O (-1.10, -0.04, 2.72)
O (0.48, 0.63, 1.24)
H (3.46, 3.14, 4.30)
H (2.21, 3.45, 6.42)
H (-0.09, 2.46, 6.65)
H (-1.02, 1.08, 4.80)

Computed properties:
LUMO level   2.74 eV
Frontier orbital gap   6.601 eV
HOMO energy   -0.142 Eh
Energy relative to the best compared isomer or geometry (same formula, charge and spin)   0.000 eV
Charge   -1

Results of the Löwdin charge analysis, in e, for atoms 1 through 4: -0.291 0.168 1.040 -0.522

No. 2
C22H25MgN2S3Si2 | ωB97M-V with the def2-TZVPD basis set

Atoms and positions in Å:
Mg (1.04, 1.11, 0.02)
C (-1.86, -1.00, -1.86)
Si (-0.13, -0.19, -1.89)
C (-0.06, 0.57, -3.64)
C (1.10, -1.68, -2.05)
C (0.67, -2.82, -2.75)
C (1.48, -3.92, -2.95)
C (2.78, -3.91, -2.45)
C (3.22, -2.80, -1.76)
C (2.42, -1.67, -1.53)
Si (3.19, -0.23, -0.50)
C (3.80, -1.14, 1.07)
C (4.80, 0.18, -1.44)
H (-2.11, -1.48, -2.81)
H (-2.62, -0.24, -1.66)
H (-1.94, -1.76, -1.07)
H (-0.27, -0.18, -4.40)
H (0.92, 1.00, -3.84)
H (-0.80, 1.38, -3.74)
H (-0.34, -2.85, -3.15)
H (1.11, -4.79, -3.49)
H (3.43, -4.76, -2.60)
H (4.24, -2.81, -1.37)
H (4.53, -1.93, 0.84)
H (2.95, -1.61, 1.57)
H (4.25, -0.45, 1.77)
H (5.44, -0.70, -1.53)
H (5.36, 0.96, -0.93)
H (4.57, 0.54, -2.45)
S (1.49, 2.95, 2.21)
C (0.68, 1.57, 2.76)
N (0.32, 0.58, 1.97)
C (-0.30, -0.45, 2.64)
C (-0.75, -1.63, 2.05)
C (-1.35, -2.59, 2.85)
C (-1.50, -2.38, 4.22)
C (-1.05, -1.21, 4.82)
C (-0.45, -0.25, 4.02)
S (0.24, 1.29, 4.44)
H (-0.61, -1.79, 0.98)
H (-1.70, -3.51, 2.41)
H (-1.97, -3.14, 4.83)
H (-1.16, -1.06, 5.88)
S (-0.80, 3.55, -0.69)
C (-2.33, 3.87, -0.16)
N (-2.74, 3.38, 1.06)
C (-3.96, 3.56, 1.61)
C (-4.91, 4.27, 0.96)
C (-4.57, 4.81, -0.31)
C (-3.34, 4.62, -0.85)
H (-2.03, 2.85, 1.56)
H (-4.11, 3.10, 2.58)
H (-5.89, 4.41, 1.40)
H (-5.31, 5.38, -0.86)
H (-3.07, 5.02, -1.82)

Computed properties:
LUMO level   2.22 eV
Frontier orbital gap   5.376 eV
HOMO energy   -0.116 Eh
Energy relative to the best compared isomer or geometry (same formula, charge and spin)   0.591 eV
Charge   -1

Results of the Löwdin charge analysis, in e, for atoms 1 through 4: 0.270 -0.273 0.466 -0.264

No. 3
C15H18IrN11O4S2 | ωB97M-V with the def2-TZVPD basis set

Atoms and positions in Å:
Ir (-1.65, 0.22, -0.97)
N (4.56, 0.41, 4.46)
C (3.95, 0.39, 3.27)
C (4.49, -0.38, 2.21)
C (3.87, -0.39, 0.98)
C (2.73, 0.37, 0.78)
C (2.17, 1.11, 1.81)
C (2.77, 1.12, 3.05)
S (1.91, 0.36, -0.80)
O (2.49, -0.60, -1.68)
O (1.73, 1.70, -1.29)
N (0.38, -0.11, -0.31)
C (0.31, -1.37, 0.12)
N (1.40, -2.04, 0.49)
C (1.28, -3.31, 0.80)
C (0.04, -3.95, 0.82)
C (-1.05, -3.16, 0.50)
N (-0.93, -1.89, 0.16)
H (5.42, -0.09, 4.60)
H (4.22, 0.98, 5.22)
H (5.39, -0.95, 2.38)
H (4.26, -0.97, 0.15)
H (1.26, 1.67, 1.63)
H (2.35, 1.70, 3.86)
H (2.20, -3.82, 1.04)
H (-0.06, -4.99, 1.07)
H (-2.05, -3.58, 0.50)
N (-3.90, 0.38, 0.23)
N (-4.79, -0.60, -0.26)
C (-4.42, -1.44, -1.26)
N (-5.23, -2.40, -1.66)
N (-3.20, -1.22, -1.74)
N (-2.57, -2.02, -2.64)
O (-3.16, -2.94, -3.15)
O (-1.42, -1.71, -2.82)
H (-3.71, 0.21, 1.22)
H (-4.30, 1.31, 0.11)
H (-5.71, -0.69, 0.15)
H (-6.15, -2.54, -1.28)
H (-4.92, -2.98, -2.44)
S (-1.52, 1.31, -3.32)
C (-0.72, 2.47, -2.41)
N (0.10, 3.40, -2.97)
C (0.74, 4.31, -2.22)
C (0.53, 4.32, -0.86)
C (-0.31, 3.33, -0.33)
N (-0.95, 2.46, -1.07)
H (0.30, 3.31, -3.96)
H (1.40, 5.00, -2.72)
H (1.00, 5.05, -0.23)
H (-0.47, 3.27, 0.74)

Computed properties:
LUMO level (spin up / spin down)   -7.73 / -7.67 eV
Frontier orbital gap (spin up / spin down)   4.638 / 4.694 eV
HOMO energy (spin up / spin down)   -0.454 / -0.454 Eh
Energy relative to the best compared isomer or geometry (same formula, charge and spin)   2.667 eV
Charge   +2

Results of the Löwdin charge analysis, in e, for atoms 1 through 4: 1.240 0.140 -0.304 -0.001